(1)
Entry from the Open Molecules 2025 dataset: one molecule with the formula C4H11NO2 in a non-equilibrium geometry (the ωB97M-V functional and the def2-TZVPD basis).

XYZ file:
```
18
Properties=species:S:1:pos:R:3:forces:R:3:nbo_charge:R:1
O 0.232434 2.311751 -0.982844 1.40 0.43 1.13 -0.741
O 2.063542 -0.933291 0.217549 0.52 0.59 -0.86 -0.754
N -1.153327 0.588147 1.589913 0.72 0.48 0.63 -0.847
C -0.395553 0.351502 0.388855 0.17 -0.07 0.38 -0.105
C -0.742500 1.266068 -0.785772 3.68 -1.33 -0.81 -0.084
C -0.393493 -1.129161 0.078530 0.41 0.45 -2.46 -0.436
C 0.997247 -1.466008 -0.585729 0.81 -0.91 0.17 -0.075
H -1.207583 -1.257877 -0.680638 0.45 -0.72 0.80 0.208
H -0.551191 -1.630412 1.029058 0.01 -0.53 -0.25 0.228
H -1.682192 1.662631 -0.542000 -1.38 0.82 -0.68 0.189
H 0.622630 0.541984 0.666873 0.56 0.52 0.13 0.207
H -0.932610 1.535476 1.897799 -0.86 -0.34 0.15 0.369
H 1.164778 1.963209 -0.807617 -2.10 0.47 -0.30 0.470
H 2.152218 -1.254165 1.114719 -0.54 -0.54 0.04 0.476
H -0.523341 0.725792 -1.722767 -1.70 -0.40 0.14 0.170
H 1.245232 -1.100289 -1.629251 -0.96 0.40 1.23 0.191
H -2.128382 0.366011 1.504998 -0.39 0.42 0.03 0.356
H 1.232096 -2.541370 -0.751669 -0.81 0.26 0.54 0.178
```
Positions in Å, forces in eV/Å.

Computed properties:
HOMO-LUMO gap = 10.018 eV
HOMO energy = -9.096 eV
SMILES = N[C@H](CO)CCO
Energy above the lowest of the compared OMol25 structures with the same formula, charge and spin = 227.9 kJ/mol
Energy = -364.181386 Ha

(2)
Entry from the Open Molecules 2025 dataset: one molecule with the formula C5H12N2O in a non-equilibrium geometry (the ωB97M-V functional and the def2-TZVPD basis).

XYZ file:
```
20
Properties=species:S:1:pos:R:3:forces:R:3:nbo_charge:R:1
O 1.664051 -2.136778 -0.290256 -0.35 0.19 -0.04 -0.627
N -0.146230 0.375679 0.129651 0.13 -1.15 1.25 -0.614
N 2.913808 -0.628090 0.710867 0.17 0.44 0.35 -0.820
C -1.974165 1.817837 -0.578211 -1.28 0.97 0.57 -0.409
C -1.476778 0.824093 0.495884 -0.25 0.86 -0.62 -0.217
C -2.616486 1.218671 -1.825613 -0.05 -1.85 0.96 -0.615
C 0.362165 -0.697569 1.043291 0.16 0.96 -0.87 -0.305
C 1.687378 -1.156897 0.444976 0.44 -1.43 -0.18 0.658
H 0.440009 -0.291133 2.060948 0.06 -0.06 -0.27 0.199
H -1.424218 1.373013 1.439871 0.35 0.03 0.01 0.187
H -0.280943 -1.595285 1.033700 0.21 0.31 0.15 0.205
H 3.690758 -1.122429 0.291558 -0.32 0.12 -0.05 0.404
H -2.659699 2.465227 0.010815 -0.29 -0.36 -0.72 0.199
H -2.287061 0.062612 0.720280 0.89 0.18 -0.68 0.165
H -3.449586 0.536929 -1.590824 -0.53 0.93 0.07 0.204
H 3.138280 0.243047 1.158053 -0.49 0.02 0.12 0.396
H -0.127585 0.015865 -0.816890 -0.14 -0.08 -0.03 0.363
H -1.289645 2.578044 -0.974632 0.80 -0.56 0.66 0.212
H -2.828448 1.940706 -2.597540 -0.25 0.07 -0.16 0.217
H -1.983021 0.420040 -2.211441 0.76 0.40 -0.51 0.198
```
Positions in Å, forces in eV/Å.

Computed properties:
HOMO-LUMO gap = 10.175 eV
HOMO energy = -9.186 eV
SMILES = CCCNCC(N)=O
Energy above the lowest of the compared OMol25 structures with the same formula, charge and spin = 132.6 kJ/mol
Energy = -382.452007 Ha

(3)
Entry from the Open Molecules 2025 dataset: C3H4ClF2N as an isolated structure in a non-equilibrium geometry (the ωB97M-V functional and the def2-TZVPD basis).

XYZ file:
```
11
Properties=species:S:1:pos:R:3:forces:R:3:nbo_charge:R:1
Cl -3.185305 -0.379760 -0.567005 -0.57 0.45 -0.21 0.084
F -0.199793 2.643301 -0.719994 0.04 0.35 -0.62 -0.313
F -1.558899 2.054903 0.893688 1.65 -1.20 -1.02 -0.324
N -1.705833 -0.937320 0.090499 3.23 2.45 -0.91 -0.583
C -0.379379 0.241032 -0.424833 -4.12 -1.53 5.19 -0.101
C 0.593126 0.720973 0.651608 -3.79 0.47 2.47 -0.508
C -0.512502 1.619488 0.067310 0.26 0.23 0.80 0.678
H -1.507761 -1.687359 -0.560183 0.39 -0.38 0.03 0.349
H 1.635223 0.725291 0.488394 0.85 0.41 -0.31 0.244
H 0.218324 0.651930 1.764277 1.04 -0.66 -2.22 0.261
H -0.017952 0.034449 -1.337665 1.03 -0.59 -3.20 0.214
```
Positions in Å, forces in eV/Å.

Computed properties:
HOMO-LUMO gap = 10.355 eV
HOMO energy = -9.770 eV
Energy above the lowest of the compared OMol25 structures with the same formula, charge and spin = 147.0 kJ/mol
Energy = -831.245752 Ha

(4)
Entry from the Open Molecules 2025 dataset: one molecule with the formula C4H8O2 (the ωB97M-V functional and the def2-TZVPD basis).

XYZ file:
```
14
Properties=species:S:1:pos:R:3:forces:R:3:nbo_charge:R:1
O 0.173478 -0.929828 -1.416771 -0.26 -0.16 -0.30 -0.728
O -1.222672 1.437772 -0.637218 -0.15 -0.10 0.26 -0.746
C 0.854669 0.579499 0.549421 -0.24 0.24 0.26 0.183
C 0.133710 1.603117 -0.202308 0.37 -0.04 0.06 -0.293
C 0.097463 -0.615531 0.985868 0.05 0.21 0.07 -0.606
C 0.433061 -1.571018 -0.183134 0.17 -0.22 0.13 -0.040
H -1.000501 -0.546170 1.073684 0.17 0.11 -0.06 0.179
H 0.264900 2.520694 0.399696 -0.04 -0.05 -0.05 0.234
H 1.503748 -1.807011 -0.165867 -0.25 0.09 -0.07 0.195
H -0.119737 -2.516856 -0.071449 -0.01 0.27 -0.02 0.175
H 0.731076 1.770456 -1.104249 -0.09 0.09 -0.01 0.253
H 0.519540 -0.989628 1.924014 -0.09 -0.19 -0.19 0.240
H -0.668045 -0.438268 -1.374548 0.31 -0.26 0.09 0.486
H -1.799323 1.452109 0.137259 0.05 0.01 -0.16 0.469
```
Positions in Å, forces in eV/Å.

Computed properties:
HOMO-LUMO gap = 8.689 eV
HOMO energy = -8.565 eV
Energy above the lowest of the compared OMol25 structures with the same formula, charge and spin = 451.1 kJ/mol
Energy = -307.540622 Ha

(5)
Entry from the Open Molecules 2025 dataset: one molecule with the formula C6H10O2 in a non-equilibrium geometry (the ωB97M-V functional and the def2-TZVPD basis).

XYZ file:
```
18
Properties=species:S:1:pos:R:3:forces:R:3:nbo_charge:R:1
O 2.262101 1.355178 -0.014426 1.96 4.56 1.34 -0.549
O 2.742704 -0.802746 -0.520548 -0.59 1.57 1.29 -0.771
C 1.418647 -0.893823 0.274155 4.22 -4.24 -3.88 -0.154
C -1.812166 1.216595 -0.238474 2.37 1.37 2.68 -0.634
C 0.474946 0.108633 -0.052867 -2.69 3.10 0.41 -0.183
C 1.075828 1.406972 0.139982 -0.45 1.33 -1.43 0.431
C -0.848915 0.089327 -0.227083 -0.65 -0.58 1.42 0.107
C -1.475584 -1.187157 -0.004545 2.08 -7.40 -2.91 -0.690
H 0.551119 2.447374 0.264353 0.67 -1.84 0.07 0.147
H 1.259859 -1.947877 -0.077213 -0.80 1.01 0.93 0.229
H 1.788990 -0.868387 1.243262 -0.05 0.02 2.21 0.200
H -2.404529 1.020237 -1.040626 -2.08 -0.05 -2.41 0.224
H -2.482948 1.027166 0.727529 1.51 1.24 -1.90 0.239
H -1.183818 2.186467 -0.420074 -2.15 -1.35 0.80 0.215
H -1.898431 -1.536945 0.897815 -1.81 0.99 1.04 0.250
H -0.525359 -1.865871 0.285490 -2.04 0.84 -1.32 0.231
H -1.961340 -1.946570 -0.985682 1.15 2.88 2.85 0.224
H 3.018898 0.191426 -0.251050 -0.65 -3.46 -1.19 0.485
```
Positions in Å, forces in eV/Å.

Computed properties:
HOMO-LUMO gap = 9.203 eV
HOMO energy = -9.278 eV
SMILES = CC(C)=C(C=O)CO
Energy above the lowest of the compared OMol25 structures with the same formula, charge and spin = 514.0 kJ/mol
Energy = -384.906611 Ha

(6)
Entry from the Open Molecules 2025 dataset: one molecule with the formula C4H8ClN in a non-equilibrium geometry (the ωB97M-V functional and the def2-TZVPD basis).

XYZ file:
```
14
Properties=species:S:1:pos:R:3:forces:R:3:nbo_charge:R:1
Cl 2.104585 -0.780074 -1.957320 0.02 -0.10 0.24 -0.031
N -0.718463 0.942399 0.540394 1.00 2.19 0.39 -0.686
C -0.570141 -0.278679 1.489996 2.17 1.86 -2.01 -0.231
C -0.805416 -1.005245 0.137412 -0.25 -4.79 -3.64 -0.419
C 1.308202 0.367939 -0.881058 1.01 2.91 0.45 -0.430
C -0.104780 0.164216 -0.643997 -6.91 2.01 -0.21 -0.069
H -0.258815 -2.038837 -0.292083 -0.97 2.12 2.22 0.201
H -0.670365 2.052983 0.714299 0.62 -3.52 -0.11 0.382
H -1.947015 -1.301485 -0.233014 2.88 1.63 1.22 0.240
H 0.645303 -0.479343 1.676272 -3.30 0.50 0.61 0.170
H 1.749543 0.512629 0.138431 0.59 -0.40 -1.19 0.223
H -1.299754 -0.158416 2.344202 1.16 -0.93 -0.88 0.231
H -0.673512 0.600908 -1.609155 0.93 -1.70 1.84 0.191
H 1.240628 1.401004 -1.424377 1.05 -1.77 1.06 0.228
```
Positions in Å, forces in eV/Å.

Computed properties:
HOMO-LUMO gap = 9.747 eV
HOMO energy = -8.748 eV
SMILES = ClC[C@H]1CCN1
Energy above the lowest of the compared OMol25 structures with the same formula, charge and spin = 340.7 kJ/mol
Energy = -672.006951 Ha

(7)
Entry from the Open Molecules 2025 dataset: C5H7NO as an isolated structure (the ωB97M-V functional and the def2-TZVPD basis).

XYZ file:
```
14
Properties=species:S:1:pos:R:3:forces:R:3:nbo_charge:R:1
O 1.608531 0.428257 0.761983 0.11 -0.11 0.14 -0.523
N 0.719168 -1.674688 -0.037115 -0.39 0.09 -0.03 -0.400
C -0.101088 0.581914 -0.515666 -0.01 0.05 -0.06 -0.294
C 0.598707 1.428272 0.551251 -0.16 0.31 0.09 -0.052
C -0.546552 -1.660745 0.074934 0.12 -0.12 0.07 0.143
C 1.140989 -0.321167 -0.363538 0.13 -0.06 -0.35 0.225
C -1.247779 -0.325034 -0.059093 0.00 0.03 -0.02 -0.490
H -0.273428 1.058757 -1.481902 0.02 -0.07 0.15 0.220
H -2.092200 -0.357267 -0.754706 0.14 -0.04 0.05 0.228
H -1.655156 -0.039749 0.920637 0.05 -0.01 -0.14 0.228
H 1.042351 2.350586 0.156672 -0.10 -0.09 0.10 0.175
H 0.035109 1.646938 1.466492 0.08 -0.03 -0.12 0.175
H -1.093084 -2.579773 0.287118 0.08 0.09 0.06 0.189
H 1.886123 -0.342061 -1.163712 -0.06 -0.03 0.06 0.176
```
Positions in Å, forces in eV/Å.

Computed properties:
HOMO-LUMO gap = 10.909 eV
HOMO energy = -9.912 eV
Energy above the lowest of the compared OMol25 structures with the same formula, charge and spin = 157.3 kJ/mol
Energy = -324.664564 Ha

> energy of number 3 (C3H4ClF2N)?

-831.245752 Ha